ORCA calculation (ωB97M-V/def2-TZVPD) on a single C6H12 molecule.

Values from the calculation:
Kohn-Sham gap ... 0.391 Eh
HOMO level ... -0.3450 hartree
E ... -6412.742 eV
SMILES ... C/C=C/C(C)C
Energy relative to the best compared isomer or geometry (same formula, charge and spin) ... 405.1 kJ/mol
Strongest force on any atom ... 11.436 eV/Å

Structure (XYZ):
```
18
Properties=species:S:1:pos:R:3:mulliken_charge:R:1
C 2.8600 -0.1004 -0.1540 -1.277
C 1.4626 0.1789 0.2724 0.223
C 0.3690 -0.3717 0.0198 -0.444
C -1.0420 -0.0211 0.3613 0.862
C -1.9907 -1.1295 -0.0319 -2.348
C -1.4629 1.3461 -0.2606 -1.314
H 2.9518 -1.1748 -0.6886 0.251
H 3.5653 -0.2267 0.8214 0.245
H 3.3082 0.5050 -0.6984 0.421
H 1.5656 1.1682 0.8951 0.190
H 0.5430 -1.3590 -0.7471 0.017
H -1.0292 0.2446 1.4318 0.337
H -2.0588 -1.0912 -0.9716 0.627
H -1.6819 -2.0135 0.4586 0.431
H -2.7995 -0.8027 0.3068 0.719
H -1.5765 1.0776 -1.2305 0.421
H -0.6342 2.0997 -0.0528 0.303
H -2.3497 1.6707 0.2682 0.337
```